[1]
Formula: C22H62O9
Source: the OMol25 dataset
Level of theory: ωB97M-V with the def2-TZVPD basis set

Structure (XYZ):
```
93
C22H62O9 ωB97M-V with the def2-TZVPD basis set
C 4.77 -4.03 9.38
C 3.72 -2.98 9.24
O 4.02 -2.16 8.11
H 5.73 -3.59 9.63
H 4.86 -4.71 8.53
H 4.52 -4.63 10.25
H 3.73 -2.34 10.12
H 2.71 -3.34 9.07
H 3.26 -1.79 7.65
C 4.72 -4.59 12.95
C 3.26 -4.22 12.53
O 2.87 -2.87 12.73
H 5.49 -3.96 12.50
H 5.07 -5.58 12.68
H 4.82 -4.61 14.04
H 2.52 -4.86 13.01
H 3.07 -4.42 11.48
H 1.92 -2.80 12.62
C 3.67 -2.29 16.51
C 3.42 -3.01 15.21
O 4.42 -2.62 14.26
H 3.15 -2.79 17.33
H 3.40 -1.23 16.45
H 4.75 -2.28 16.66
H 2.41 -2.86 14.81
H 3.63 -4.06 15.41
H 4.02 -2.79 13.40
C 7.00 -2.31 11.56
C 5.98 -1.89 12.61
O 6.20 -2.64 13.77
H 6.81 -1.79 10.62
H 6.89 -3.37 11.32
H 8.02 -2.06 11.87
H 4.94 -2.06 12.36
H 6.07 -0.84 12.90
H 5.42 -2.63 14.33
C 3.52 -7.40 12.56
C 2.25 -8.20 12.28
O 1.17 -7.36 12.20
H 3.64 -6.56 11.88
H 4.34 -8.07 12.30
H 3.69 -7.08 13.59
H 2.00 -8.91 13.07
H 2.28 -8.75 11.34
H 1.00 -7.05 13.10
C 6.64 -5.71 14.03
C 6.70 -6.39 12.65
C 8.10 -6.47 12.03
O 6.14 -7.71 12.79
H 6.74 -4.63 13.93
H 7.51 -5.94 14.64
H 5.75 -5.91 14.63
H 6.02 -5.85 11.99
H 8.04 -7.02 11.10
H 8.76 -6.97 12.74
H 8.41 -5.44 11.86
H 6.62 -8.18 13.47
C -1.07 -3.53 12.89
C 0.29 -4.24 13.20
C 0.80 -4.85 11.90
O 1.25 -3.33 13.68
H -1.46 -2.99 13.75
H -1.80 -4.24 12.51
H -0.84 -2.78 12.14
H 0.17 -4.97 14.00
H 0.03 -5.50 11.48
H 1.68 -5.48 12.00
H 1.02 -4.08 11.17
H 1.01 -3.11 14.59
C 2.11 -5.17 15.24
C 1.81 -6.68 15.35
C 0.84 -6.96 16.51
O 1.10 -7.02 14.16
H 1.22 -4.55 15.14
H 2.76 -4.99 14.38
H 2.55 -4.78 16.15
H 2.80 -7.13 15.40
H -0.01 -6.28 16.53
H 1.44 -6.72 17.39
H 0.45 -7.97 16.58
H 0.86 -7.95 14.19
C 2.50 -0.22 12.61
C 2.19 -0.90 11.33
C 0.96 -1.80 11.44
O 2.01 0.04 10.33
H 3.36 0.45 12.58
H 2.74 -0.98 13.35
H 1.71 0.38 13.06
H 3.07 -1.52 11.15
H 1.07 -2.63 10.74
H 0.05 -1.21 11.33
H 1.01 -2.29 12.41
H 1.22 0.58 10.49
```

Results
Frontier orbital gap   8.195 eV
Net charge   0
HOMO level   -0.294 Ha
ΔE to the lowest compared entry with this formula, charge and spin   1975.68 kJ/mol
E_LUMO   0.190 eV

Atom charges from the Löwdin analysis, given in e for atoms 1 to 4:
1. C -0.06
2. C -0.30
3. O -0.07
4. H 0.06

[2]
Formula: C5H4N2
Source: the OMol25 dataset
Level of theory: ωB97M-V with the def2-TZVPD basis set

Structure (XYZ):
```
11
C5H4N2 ωB97M-V with the def2-TZVPD basis set
C 1.96 -0.30 0.18
C 1.98 0.11 -1.03
C 0.48 0.04 -0.24
C -0.55 -0.90 -0.28
C -1.70 -0.19 0.07
N -1.44 1.10 0.27
N -0.14 1.22 0.10
H 2.26 -0.72 1.13
H -0.43 -1.95 -0.50
H -2.71 -0.56 0.21
H 0.28 2.14 0.10
```

Results
Frontier orbital gap   9.431 eV
Net charge   0
HOMO level   -0.342 Ha
ΔE to the lowest compared entry with this formula, charge and spin   388.85 kJ/mol
E_LUMO   0.114 eV

Atom charges from the Löwdin analysis, given in e for atoms 1 to 4:
1. C -0.06
2. C 0.08
3. C -0.44
4. C 0.00

[3]
Formula: C2H12N2O2
Source: the OMol25 dataset
Level of theory: ωB97M-V with the def2-TZVPD basis set

Structure (XYZ):
```
18
C2H12N2O2 ωB97M-V with the def2-TZVPD basis set
N 1.03 1.61 -0.91
C 0.56 1.49 0.45
C 1.03 0.14 1.11
N -0.11 -0.68 1.64
H 1.91 1.22 -1.09
H 0.59 1.16 -1.67
H 0.81 2.42 0.95
H -0.50 1.54 0.16
H 1.63 0.39 1.99
H 1.55 -0.48 0.42
H -0.65 0.01 2.24
H 0.25 -1.25 2.39
O -0.27 -0.68 -2.45
H -0.78 -0.47 -3.24
H -0.90 -0.85 -1.75
O -2.26 -1.68 -0.36
H -1.63 -1.31 0.28
H -2.26 -2.59 -0.15
```

Results
Frontier orbital gap   9.661 eV
Net charge   0
HOMO level   -0.323 Ha
ΔE to the lowest compared entry with this formula, charge and spin   107.37 kJ/mol
SMILES   NCCN.O.O
E_LUMO   0.863 eV

Atom charges from the Löwdin analysis, given in e for atoms 1 to 4:
1. N -0.03
2. C -0.25
3. C -0.22
4. N -0.04

[4]
Formula: C26H39F7KLiMgN3O13S
Source: the OMol25 dataset
Level of theory: ωB97M-V with the def2-TZVPD basis set

Structure (XYZ):
```
92
C26H39F7KLiMgN3O13S ωB97M-V with the def2-TZVPD basis set
C 2.87 3.55 2.28
O 1.65 2.96 2.62
C 1.14 2.10 1.61
C 1.59 0.63 1.82
O 1.83 0.08 0.52
C 3.05 -0.55 0.37
S 3.60 -0.46 -1.35
O 4.94 0.05 -1.37
O 3.44 -1.69 -2.05
C 2.56 0.81 -2.26
F 1.94 1.68 -1.44
F 1.70 0.21 -3.09
F 3.41 1.54 -3.06
H 3.03 4.36 2.98
H 2.85 3.98 1.27
H 3.68 2.83 2.35
H 1.56 2.40 0.65
H 0.06 2.15 1.60
H 2.46 0.63 2.46
H 0.75 0.09 2.36
H 2.97 -1.62 0.59
H 3.86 -0.15 0.98
F -0.11 -1.05 3.07
C -2.44 2.33 6.67
C -1.48 1.18 6.43
C -0.33 1.14 7.41
O 0.71 0.54 6.64
C 0.46 0.82 5.33
O 1.24 0.65 4.46
O -0.79 1.32 5.18
H -3.33 2.21 6.06
H -2.73 2.37 7.72
H -1.97 3.27 6.39
H -2.02 0.23 6.42
H -0.54 0.54 8.29
H 0.00 2.14 7.72
K 2.70 3.63 -2.03
N -1.91 7.99 -0.18
C -1.00 7.08 0.28
C -1.25 5.89 -0.35
C -2.35 6.10 -1.23
C -2.73 7.42 -1.10
H -1.96 8.95 0.12
H -0.27 7.35 1.01
H -0.72 4.96 -0.19
H -2.78 5.32 -1.90
H -3.52 7.98 -1.58
C -1.49 0.59 -3.34
O -1.01 1.72 -3.09
O -1.64 0.13 -4.53
O -1.87 -0.21 -2.41
Li -1.17 6.26 -2.97
C -4.89 -0.63 -2.75
C -4.43 -0.12 -4.07
O -4.42 1.01 -4.45
N -3.84 -1.11 -5.03
C -4.88 -1.74 -5.91
H -5.89 -0.23 -2.54
H -4.93 -1.72 -2.72
H -4.18 -0.29 -1.99
H -3.32 -1.82 -4.52
H -3.19 -0.54 -5.59
H -5.66 -2.17 -5.29
H -4.40 -2.52 -6.49
H -5.28 -0.98 -6.57
C 4.40 -3.38 -4.69
C 3.94 -4.62 -3.95
O 3.02 -5.44 -4.66
C 3.50 -6.34 -5.64
O 4.48 -7.10 -5.29
C 3.82 -5.64 -7.02
F 2.96 -4.64 -7.25
F 3.68 -6.53 -8.00
F 5.05 -5.15 -7.10
H 3.57 -2.92 -5.22
H 4.81 -2.66 -3.98
H 5.19 -3.60 -5.40
H 3.38 -4.29 -3.07
H 4.78 -5.20 -3.56
H 2.55 -6.88 -5.91
N -2.40 -2.57 5.65
C -1.11 -2.30 5.80
C -0.16 -3.24 6.18
C -0.59 -4.54 6.42
C -1.93 -4.84 6.27
C -2.79 -3.82 5.88
H -0.82 -1.28 5.61
H 0.88 -2.96 6.28
H 0.12 -5.30 6.72
H -2.31 -5.83 6.45
H -3.85 -4.01 5.75
Mg -3.45 3.46 -2.50
```

Results
Frontier orbital gap   1.470 eV
Net charge   +1
HOMO level   -0.312 Ha
ΔE to the lowest compared entry with this formula, charge and spin   0.00 kJ/mol
E_LUMO   -7.015 eV

Atom charges from the Löwdin analysis, given in e for atoms 1 to 4:
1. C -0.11
2. O -0.17
3. C -0.16
4. C -0.14

[5]
Formula: C50H104N3O14S5
Source: the OMol25 dataset
Level of theory: ωB97M-V with the def2-TZVPD basis set

Structure (XYZ):
```
176
C50H104N3O14S5 ωB97M-V with the def2-TZVPD basis set
C 1.16 -2.53 0.34
C 0.74 -2.22 1.70
C -0.79 -2.42 1.90
O 1.51 -2.72 2.76
H 0.62 -2.01 -0.45
H 0.85 -3.51 -0.02
H 2.18 -2.23 0.13
H 0.83 -1.14 1.82
H -1.14 -2.02 2.85
H -1.12 -3.46 1.99
H -1.26 -1.99 1.02
C -10.05 -3.88 2.18
C -8.55 -4.35 2.00
C -7.64 -3.58 2.96
S -8.78 -2.75 4.17
O -8.14 -1.63 4.76
O -9.29 -3.81 5.03
C -9.99 -2.47 2.86
H -10.68 -4.52 2.79
H -10.54 -3.91 1.21
H -8.17 -4.33 0.98
H -8.65 -5.43 2.16
H -6.99 -2.81 2.54
H -6.97 -4.22 3.53
H -9.63 -1.68 2.20
H -10.96 -2.19 3.25
C -3.88 -6.57 -2.20
C -3.29 -7.95 -2.03
C -3.43 -8.66 -3.38
S -3.37 -7.30 -4.71
O -4.52 -7.51 -5.57
O -2.03 -7.36 -5.29
C -3.52 -5.92 -3.52
H -3.59 -5.82 -1.47
H -4.97 -6.64 -2.30
H -3.77 -8.49 -1.22
H -2.27 -7.83 -1.67
H -4.48 -8.97 -3.43
H -2.79 -9.48 -3.71
H -4.27 -5.20 -3.84
H -2.54 -5.46 -3.39
C 6.83 2.85 4.77
C 7.96 2.82 5.81
C 7.32 2.37 7.13
S 6.10 1.07 6.71
O 4.79 1.33 7.33
O 6.83 -0.20 6.94
C 5.99 1.52 4.90
H 7.20 3.00 3.75
H 6.14 3.68 4.90
H 8.47 3.75 6.03
H 8.70 2.09 5.46
H 6.65 3.21 7.29
H 7.91 2.28 8.04
H 4.93 1.65 4.66
H 6.26 0.71 4.23
C 3.71 -8.24 0.84
C 4.64 -7.38 -0.12
C 5.64 -6.62 0.82
S 6.11 -7.85 2.10
O 6.00 -7.18 3.42
O 7.35 -8.51 1.72
C 4.66 -9.01 1.80
H 3.03 -8.88 0.28
H 3.06 -7.58 1.41
H 3.99 -6.68 -0.65
H 5.14 -7.95 -0.90
H 5.08 -5.86 1.37
H 6.42 -6.25 0.15
H 4.30 -9.40 2.75
H 5.05 -9.87 1.26
C -3.30 -1.88 9.07
C -2.67 -0.89 8.06
C -1.13 -1.00 8.20
S -0.73 -1.57 9.89
O -0.91 -0.49 10.81
O 0.47 -2.40 9.90
C -2.34 -2.59 10.03
H -3.87 -2.60 8.48
H -4.08 -1.46 9.70
H -2.91 0.11 8.43
H -3.15 -1.01 7.09
H -0.62 -0.13 7.79
H -0.83 -1.79 7.51
H -2.63 -2.71 11.07
H -2.17 -3.59 9.65
C 8.04 2.98 -1.74
C 6.72 3.57 -2.39
C 5.61 2.67 -1.76
C 4.24 3.40 -1.73
C 4.31 4.76 -1.07
C 5.37 5.69 -1.71
N 6.65 4.96 -1.97
O 7.72 5.67 -2.43
C 4.73 6.42 -2.93
C 5.75 6.83 -0.64
C 6.67 3.48 -3.88
H 9.02 3.35 -2.04
H 8.03 1.89 -1.76
H 8.04 3.27 -0.69
H 5.46 1.73 -2.30
H 5.73 2.45 -0.70
H 3.52 2.84 -1.13
H 3.96 3.55 -2.77
H 4.55 4.58 -0.02
H 3.29 5.14 -1.17
H 4.08 7.16 -2.46
H 5.57 6.91 -3.41
H 4.24 5.81 -3.69
H 6.34 6.40 0.17
H 6.37 7.59 -1.11
H 4.82 7.23 -0.22
H 6.42 2.47 -4.20
H 7.66 3.79 -4.21
H 5.89 4.11 -4.32
H 8.14 6.04 -1.65
C -3.22 -2.56 -10.04
C -1.95 -1.67 -10.32
C -2.60 -0.20 -10.21
C -1.58 0.81 -9.71
C -0.68 0.44 -8.58
C -0.03 -0.96 -8.75
N -1.03 -1.91 -9.16
O -0.42 -3.17 -9.28
C 1.25 -0.81 -9.71
C 0.45 -1.30 -7.33
C -1.33 -1.82 -11.73
H -3.46 -2.63 -8.98
H -2.98 -3.60 -10.27
H -4.00 -2.18 -10.71
H -2.94 0.14 -11.19
H -3.43 -0.19 -9.50
H -2.08 1.70 -9.34
H -0.89 1.09 -10.51
H -1.25 0.58 -7.66
H 0.14 1.16 -8.59
H 2.03 -0.24 -9.22
H 1.73 -1.77 -9.90
H 0.98 -0.60 -10.75
H 1.23 -0.65 -6.92
H -0.42 -1.48 -6.70
H 0.80 -2.31 -7.14
H -2.10 -1.66 -12.48
H -1.03 -2.86 -11.89
H -0.45 -1.20 -11.94
H -0.70 -3.65 -8.50
C -2.18 6.76 4.80
C -2.41 6.82 3.23
C -2.08 5.43 2.68
C -3.25 4.40 3.01
C -4.59 5.03 2.62
C -4.90 6.47 3.11
N -3.75 7.29 2.92
O -3.97 8.61 3.22
C -6.14 7.06 2.39
C -5.18 6.32 4.65
C -1.39 7.80 2.59
H -2.77 7.46 5.40
H -1.13 6.96 5.05
H -2.41 5.79 5.24
H -1.84 5.48 1.61
H -1.14 5.02 3.05
H -3.22 4.07 4.05
H -3.08 3.51 2.39
H -5.31 4.38 3.11
H -4.82 4.93 1.56
H -6.70 7.83 2.93
H -5.97 7.52 1.42
H -6.76 6.18 2.32
H -5.46 7.29 5.08
H -6.02 5.65 4.81
H -4.43 5.79 5.23
H -0.42 7.30 2.44
H -1.20 8.70 3.17
H -1.68 8.11 1.59
H -4.11 8.92 2.33
```

Results
Frontier orbital gap   4.084 eV
Net charge   -1
HOMO level   -0.094 Ha
ΔE to the lowest compared entry with this formula, charge and spin   197.47 kJ/mol
E_LUMO   1.531 eV

Atom charges from the Löwdin analysis, given in e for atoms 1 to 4:
1. C -0.15
2. C -0.74
3. C -0.12
4. O -0.38

[6]
Formula: C5H14N2O
Source: the OMol25 dataset
Level of theory: ωB97M-V with the def2-TZVPD basis set

Structure (XYZ):
```
22
C5H14N2O ωB97M-V with the def2-TZVPD basis set
C 0.85 -0.63 0.78
C 0.48 0.08 -0.52
C 0.42 -0.56 -1.69
N 0.35 -1.94 -1.87
C 0.69 1.58 -0.55
C 0.15 2.38 0.66
N -1.03 1.83 1.33
H -0.02 -0.87 1.40
H 1.62 -0.04 1.27
H 1.39 -1.54 0.52
H 0.47 0.06 -2.59
H -0.27 -2.44 -1.27
H 0.55 -2.30 -2.78
H 0.28 1.99 -1.46
H 1.77 1.77 -0.58
H 0.94 2.54 1.38
H -0.09 3.38 0.34
H -1.53 1.21 0.72
H -0.80 1.33 2.18
O -2.07 -2.51 0.56
H -1.45 -3.13 0.95
H -2.69 -2.21 1.24
```

Results
Frontier orbital gap   8.238 eV
Net charge   0
HOMO level   -0.280 Ha
ΔE to the lowest compared entry with this formula, charge and spin   208.67 kJ/mol
SMILES   C/C(=C\N)CCN.O
E_LUMO   0.621 eV

Atom charges from the Löwdin analysis, given in e for atoms 1 to 4:
1. C -0.07
2. C -0.31
3. C -0.19
4. N 0.06

[7]
Formula: C5H5Cl16F3NOP2
Source: the OMol25 dataset
Level of theory: ωB97M-V with the def2-TZVPD basis set

Structure (XYZ):
```
33
C5H5Cl16F3NOP2 ωB97M-V with the def2-TZVPD basis set
N 3.76 -3.13 -0.51
P 2.69 -4.24 -0.37
P 0.79 -3.19 0.31
O 1.12 -1.66 0.49
C -0.56 -3.51 -0.97
F -0.90 -4.79 -0.84
F -0.03 -3.31 -2.17
F -1.61 -2.75 -0.83
H 4.54 -3.24 0.13
H 2.83 -5.26 0.59
H 2.24 -4.86 -1.54
H 0.29 -3.66 1.53
H 0.88 -1.03 -0.23
C -1.01 1.03 1.18
Cl -0.67 0.38 -0.44
Cl -2.55 1.89 1.16
Cl -1.12 -0.30 2.34
Cl 0.30 2.11 1.63
C -1.47 3.36 5.75
Cl -1.14 5.08 5.57
Cl -2.59 3.11 7.08
Cl -2.18 2.74 4.25
Cl 0.04 2.50 6.07
C 2.57 1.01 -2.94
Cl 1.05 1.02 -3.83
Cl 3.91 1.28 -4.04
Cl 2.53 2.28 -1.71
Cl 2.79 -0.56 -2.14
C -3.28 3.56 -3.10
Cl -3.35 5.24 -3.62
Cl -3.99 2.53 -4.34
Cl -1.60 3.08 -2.83
Cl -4.17 3.36 -1.59
```

Results
Frontier orbital gap   8.710 eV
Net charge   +1
HOMO level   -0.477 Ha
E_LUMO   -4.264 eV

Atom charges from the Löwdin analysis, given in e for atoms 1 to 4:
1. N -0.31
2. P 0.65
3. P 0.94
4. O -0.33

Repeat the sixth record exactly.
Formula: C5H14N2O
Source: the OMol25 dataset
Level of theory: ωB97M-V with the def2-TZVPD basis set

Structure (XYZ):
```
22
C5H14N2O ωB97M-V with the def2-TZVPD basis set
C 0.85 -0.63 0.78
C 0.48 0.08 -0.52
C 0.42 -0.56 -1.69
N 0.35 -1.94 -1.87
C 0.69 1.58 -0.55
C 0.15 2.38 0.66
N -1.03 1.83 1.33
H -0.02 -0.87 1.40
H 1.62 -0.04 1.27
H 1.39 -1.54 0.52
H 0.47 0.06 -2.59
H -0.27 -2.44 -1.27
H 0.55 -2.30 -2.78
H 0.28 1.99 -1.46
H 1.77 1.77 -0.58
H 0.94 2.54 1.38
H -0.09 3.38 0.34
H -1.53 1.21 0.72
H -0.80 1.33 2.18
O -2.07 -2.51 0.56
H -1.45 -3.13 0.95
H -2.69 -2.21 1.24
```

Results
Frontier orbital gap   8.238 eV
Net charge   0
HOMO level   -0.280 Ha
ΔE to the lowest compared entry with this formula, charge and spin   208.67 kJ/mol
SMILES   C/C(=C\N)CCN.O
E_LUMO   0.621 eV

Atom charges from the Löwdin analysis, given in e for atoms 1 to 4:
1. C -0.07
2. C -0.31
3. C -0.19
4. N 0.06

What is the HOMO level in the fifth record?
-0.094 Ha

Which of these has the lowest frontier orbital gap?
C26H39F7KLiMgN3O13S